--- P ---
ORCA calculation (wB97M-V/def2-TZVPD) on a 26-piece molecular cluster, H52O26 overall.

Its net charge is 0. The HOMO-LUMO gap comes out at 8.8643 eV. The lowest unoccupied orbital energy comes out at -0.039 Ha. As for the multiplicity: 1.

```
78
H52O26, DFT wB97M-V/def2-TZVPD
O -3.998 -0.406 4.202
H -3.775 -1.316 4.398
H -4.648 -0.464 3.501
O -1.307 -2.750 1.979
H -1.769 -2.026 1.558
H -1.256 -2.498 2.901
O 0.478 2.365 -4.321
H 0.206 2.119 -3.437
H -0.339 2.417 -4.818
O -1.937 0.286 2.143
H -2.291 0.095 3.011
H -2.672 0.140 1.547
O 1.781 3.928 0.829
H 1.675 4.579 0.136
H 0.913 3.538 0.928
O 3.228 -4.650 -0.717
H 2.296 -4.618 -0.500
H 3.278 -5.226 -1.480
O -4.169 2.998 1.743
H -5.115 2.918 1.618
H -3.855 3.410 0.938
O -1.881 -5.309 2.389
H -1.699 -4.389 2.199
H -1.210 -5.560 3.024
O -0.259 3.001 2.379
H -0.724 2.167 2.447
H -0.143 3.285 3.286
O 0.197 -0.851 -4.811
H 0.460 0.026 -4.531
H -0.750 -0.788 -4.938
O 3.883 -2.387 0.636
H 3.064 -2.223 1.104
H 3.694 -3.143 0.080
O -0.976 -1.678 4.475
H -0.426 -0.968 4.805
H -1.534 -1.915 5.216
O -0.249 -0.035 -0.044
H -0.512 0.248 0.831
H 0.495 -0.619 0.107
O 2.354 0.172 3.539
H 2.402 0.174 4.495
H 2.556 1.073 3.287
O 1.628 -1.988 1.989
H 0.775 -2.244 2.339
H 1.980 -1.379 2.638
O 3.139 1.116 -4.667
H 2.542 1.049 -3.922
H 2.592 1.437 -5.384
O -0.212 5.954 1.576
H -1.046 5.935 2.045
H 0.186 5.103 1.761
O -2.356 -0.030 -4.616
H -2.772 -0.063 -5.477
H -2.303 0.903 -4.410
O 5.997 0.406 -1.144
H 6.094 -0.191 -1.885
H 5.053 0.449 -0.992
O 0.014 -2.204 -1.927
H 0.434 -1.961 -2.752
H -0.527 -1.448 -1.701
O -3.681 -0.801 0.572
H -4.379 -0.367 0.081
H -3.298 -1.418 -0.051
O -0.597 4.689 -2.114
H -0.778 3.792 -1.833
H -1.460 5.096 -2.189
O -1.409 1.790 -1.656
H -1.222 1.190 -0.934
H -2.026 1.312 -2.211
O 1.313 0.806 -2.362
H 2.022 0.389 -1.872
H 0.609 0.911 -1.723
O -0.286 -4.777 -0.967
H -0.170 -3.864 -1.231
H -1.227 -4.864 -0.811
O 3.289 0.183 -0.467
H 3.717 -0.611 -0.147
H 2.902 0.579 0.314
```

=====

--- Q ---
ORCA calculation (wB97M-V/def2-TZVPD) on a 26-piece molecular cluster, H52O26 overall.

Its net charge is 0. The HOMO-LUMO gap comes out at 11.0610 eV. The lowest unoccupied orbital energy comes out at 0.006 Ha. As for the multiplicity: 1.

```
78
H52O26, DFT wB97M-V/def2-TZVPD
O -2.761 2.498 -3.649
H -3.123 3.163 -3.053
H -1.806 2.565 -3.543
O -1.407 0.652 3.957
H -0.913 0.585 4.800
H -1.188 1.478 3.437
O 4.995 0.724 -1.941
H 4.096 0.558 -2.302
H 5.628 0.409 -2.618
O -6.202 -0.249 -0.470
H -5.685 0.494 -0.775
H -6.926 -0.459 -1.001
O -0.215 -4.594 3.695
H -0.162 -3.599 3.748
H -0.227 -4.882 4.638
O -3.233 -0.407 -2.952
H -3.574 0.002 -2.135
H -3.034 0.342 -3.545
O -1.501 -2.184 -2.965
H -2.206 -1.511 -2.771
H -1.612 -2.945 -2.343
O -0.898 2.374 1.686
H -1.461 1.817 1.162
H -0.084 1.847 1.632
O 2.002 -0.093 1.206
H 2.786 0.358 1.578
H 1.793 -0.751 1.889
O 6.482 0.713 2.645
H 7.034 0.400 3.361
H 6.423 -0.052 2.039
O 1.125 -2.299 -3.430
H 0.155 -2.205 -3.411
H 1.326 -3.016 -3.992
O 0.501 -3.480 0.748
H 1.172 -3.030 0.216
H 0.869 -3.974 1.485
O -0.476 1.913 -1.958
H 0.417 2.245 -1.719
H -0.605 1.201 -1.317
O -0.665 -0.094 0.134
H -1.093 -0.972 0.297
H 0.070 -0.052 0.736
O 1.905 2.784 1.903
H 1.455 3.579 2.235
H 2.848 2.809 2.151
O -2.492 -2.108 1.506
H -3.254 -2.053 0.883
H -2.341 -3.071 1.557
O 0.289 -1.648 2.834
H -0.473 -1.079 2.939
H 0.113 -2.116 1.982
O -2.601 3.762 -0.879
H -2.498 4.257 -0.026
H -1.705 3.492 -1.208
O 2.398 2.884 -1.299
H 2.574 2.235 -2.025
H 2.619 2.410 -0.528
O 2.078 0.557 -3.366
H 1.269 0.824 -3.858
H 1.937 -0.383 -3.192
O -3.552 0.572 1.913
H -3.017 0.676 2.747
H -3.542 -0.373 1.770
O 5.159 -1.150 0.227
H 4.879 -0.575 -0.526
H 4.454 -1.823 0.202
O -3.980 1.206 -0.776
H -3.590 1.196 0.140
H -3.699 2.076 -1.076
O 2.427 -2.223 -0.739
H 1.918 -2.233 -1.539
H 2.310 -1.352 -0.261
O -4.603 -2.388 -0.400
H -4.887 -1.526 -0.763
H -5.421 -2.660 -0.059
O 4.758 2.660 1.645
H 5.615 2.311 1.945
H 4.829 2.979 0.741
```

=====

Of them, Q has the highest stability.

=====

--- P ---
ORCA calculation (wB97M-V/def2-TZVPD) on a 11-piece molecular cluster, C23H68O11 overall.

As for the SMILES: CC(C)O.CC(C)O.CC(C)O.CC(C)O.CC(C)O.CC(C)O.CO.CO.CO.CO.CO. Its net charge is 0. The HOMO-LUMO gap comes out at 10.0630 eV. The lowest unoccupied orbital energy comes out at 0.023 Ha. As for the multiplicity: 1.

```
102
C23H68O11, DFT wB97M-V/def2-TZVPD
C -4.852 -3.797 0.094
C -3.470 -4.187 -0.387
C -3.517 -4.714 -1.793
O -2.591 -3.016 -0.344
H -5.577 -4.606 0.180
H -5.280 -3.029 -0.550
H -4.730 -3.375 1.092
H -3.042 -4.940 0.274
H -2.557 -4.844 -2.291
H -4.238 -4.157 -2.393
H -3.893 -5.734 -1.722
H -1.694 -3.181 -0.645
C -4.640 -0.078 -1.796
C -3.697 1.151 -1.823
C -4.381 2.473 -1.566
O -2.561 1.054 -1.034
H -5.360 -0.129 -2.613
H -5.207 -0.023 -0.867
H -4.047 -0.988 -1.703
H -3.297 1.202 -2.835
H -4.620 2.886 -0.586
H -5.339 2.555 -2.079
H -3.791 3.222 -2.094
H -2.737 0.600 -0.207
C 3.727 -1.388 -4.163
C 2.634 -1.754 -3.142
C 1.296 -2.200 -3.807
O 3.130 -2.803 -2.379
H 4.080 -2.206 -4.790
H 4.636 -0.943 -3.758
H 3.340 -0.731 -4.942
H 2.580 -0.880 -2.492
H 0.912 -3.208 -3.650
H 1.367 -2.157 -4.893
H 0.611 -1.428 -3.457
H 4.078 -2.652 -2.344
C 0.936 1.956 5.599
C -0.208 1.078 5.188
C 0.212 -0.417 4.721
O -1.056 0.899 6.275
H 1.648 2.059 4.781
H 1.376 1.595 6.529
H 0.772 3.008 5.831
H -0.725 1.612 4.391
H 0.385 -1.066 5.580
H 1.126 -0.487 4.131
H -0.577 -0.877 4.127
H -1.236 1.722 6.736
C 5.261 1.461 -2.195
C 4.087 1.583 -1.182
C 4.632 1.527 0.280
O 3.465 2.799 -1.501
H 5.761 0.512 -2.003
H 6.023 2.239 -2.165
H 4.886 1.357 -3.213
H 3.529 0.653 -1.294
H 5.437 2.236 0.474
H 5.068 0.557 0.520
H 3.811 1.840 0.926
H 4.174 3.441 -1.414
C -0.215 2.838 -2.958
C -0.167 3.701 -1.716
C 0.169 5.184 -1.986
O -1.399 3.714 -0.977
H 0.701 3.054 -3.507
H -1.169 3.020 -3.454
H -0.176 1.779 -2.700
H 0.600 3.229 -1.102
H 0.094 5.674 -1.015
H -0.478 5.634 -2.738
H 1.205 5.434 -2.215
H -1.752 2.821 -1.005
C -3.867 -0.434 2.111
O -2.811 -0.588 1.131
H -4.134 -1.418 2.497
H -3.642 0.125 3.019
H -4.787 -0.114 1.621
H -2.881 -1.362 0.567
C 0.584 -0.197 0.380
O 0.133 -0.626 1.640
H 0.449 0.882 0.296
H 1.613 -0.475 0.154
H -0.197 -0.687 -0.201
H -0.825 -0.646 1.574
C 1.498 3.206 2.163
O 1.072 4.208 3.109
H 0.704 2.639 1.676
H 1.959 3.757 1.344
H 2.175 2.526 2.680
H 0.226 4.545 2.806
C 0.115 -4.635 0.433
O 0.351 -3.365 -0.182
H 1.082 -5.027 0.750
H -0.587 -4.461 1.249
H -0.320 -5.394 -0.217
H 1.143 -2.956 0.176
C 3.202 -1.366 2.560
O 2.349 -2.355 2.150
H 3.285 -1.117 3.618
H 4.214 -1.593 2.225
H 2.950 -0.420 2.081
H 1.472 -2.013 2.340
```

=====

--- Q ---
ORCA calculation (wB97M-V/def2-TZVPD) on a 11-piece molecular cluster, C23H68O11 overall.

As for the SMILES: CC(C)O.CCO.CCO.CCO.CCO.CCO.CCO.CCO.CCO.CCO.CCO. Its net charge is 0. The HOMO-LUMO gap comes out at 9.7813 eV. The lowest unoccupied orbital energy comes out at 0.015 Ha. As for the multiplicity: 1.

```
102
C23H68O11, DFT wB97M-V/def2-TZVPD
C -0.945 -1.329 0.224
C 0.014 -0.180 0.407
C 0.629 0.096 -0.969
O -0.683 0.968 0.832
H -1.649 -1.155 -0.636
H -1.484 -1.506 1.163
H -0.404 -2.287 -0.020
H 0.848 -0.481 1.084
H 1.411 -0.578 -1.240
H 1.023 1.126 -0.972
H -0.150 0.055 -1.705
H -1.477 0.778 1.381
C 1.025 1.951 -4.238
C 2.142 2.580 -4.981
O 1.747 2.826 -6.299
H 0.915 0.935 -4.627
H 0.094 2.485 -4.444
H 1.231 1.820 -3.184
H 3.083 2.049 -4.822
H 2.253 3.575 -4.522
H 2.499 3.172 -6.765
C -2.668 -3.306 3.756
C -3.717 -2.587 4.618
O -5.053 -2.639 4.084
H -2.561 -2.889 2.763
H -2.984 -4.344 3.654
H -1.660 -3.275 4.201
H -3.387 -1.522 4.838
H -3.812 -3.117 5.561
H -4.983 -2.744 3.121
C -5.416 -0.061 1.269
C -6.182 0.198 2.543
O -5.260 0.356 3.674
H -6.033 -0.240 0.383
H -4.780 -0.953 1.362
H -4.806 0.826 1.018
H -6.846 -0.668 2.769
H -6.773 1.118 2.429
H -5.274 -0.515 4.103
C 0.478 -4.375 2.173
C 0.652 -5.771 2.749
O 1.920 -5.864 3.363
H -0.540 -4.332 1.669
H 1.296 -4.190 1.477
H 0.495 -3.673 2.988
H 0.690 -6.503 1.935
H -0.168 -6.053 3.419
H 1.928 -5.576 4.280
C 4.041 -1.480 1.747
C 3.397 -2.136 0.559
O 4.106 -1.686 -0.575
H 3.589 -1.827 2.667
H 3.951 -0.408 1.712
H 5.097 -1.778 1.842
H 2.355 -1.842 0.385
H 3.410 -3.225 0.534
H 3.728 -2.145 -1.318
C -0.549 -1.959 -3.744
C -1.686 -0.980 -3.643
O -2.581 -1.107 -4.733
H 0.202 -1.788 -2.990
H -0.095 -1.940 -4.748
H -1.068 -2.911 -3.544
H -1.404 0.068 -3.679
H -2.287 -1.147 -2.741
H -2.108 -0.831 -5.529
C -2.404 3.215 3.908
C -1.669 1.911 3.766
O -2.398 0.990 2.985
H -1.786 3.971 4.394
H -3.351 3.092 4.462
H -2.714 3.576 2.907
H -1.409 1.530 4.756
H -0.719 2.044 3.248
H -3.303 0.929 3.308
C 4.707 -1.547 -4.259
C 3.332 -1.081 -3.820
O 2.662 -2.103 -3.114
H 4.540 -2.313 -5.019
H 5.245 -2.040 -3.435
H 5.312 -0.730 -4.659
H 2.751 -0.730 -4.715
H 3.364 -0.252 -3.117
H 2.543 -2.965 -3.583
C 4.191 4.900 -2.144
C 2.965 4.664 -1.313
O 3.397 3.885 -0.207
H 3.981 5.411 -3.083
H 4.553 3.916 -2.497
H 4.991 5.386 -1.576
H 2.174 4.126 -1.863
H 2.569 5.631 -0.968
H 2.683 3.439 0.254
C -1.339 4.271 0.400
C -0.062 4.250 1.231
O 0.790 3.197 0.755
H -1.989 5.101 0.696
H -1.854 3.336 0.510
H -1.107 4.421 -0.639
H -0.222 3.976 2.284
H 0.480 5.200 1.214
H 0.322 2.318 0.868
```

=====

Of them, Q has the highest stability.

=====

--- P ---
ORCA calculation (wB97M-V/def2-TZVPD) on a 2-piece molecular cluster, C4H13NO overall.

Its net charge is -1. The HOMO-LUMO gap (spin up / spin down) comes out at 2.7184 / 9.0581 eV. The lowest unoccupied orbital energy (spin up / spin down) comes out at 0.149 / 0.148 Ha. As for the multiplicity: 2.

```
19
C4H13NO, DFT wB97M-V/def2-TZVPD
C 1.492 0.136 0.461
N 0.101 0.066 -0.112
C -1.149 -0.332 0.529
C -2.207 0.856 0.783
C 2.140 1.339 -0.182
H 1.522 0.195 1.548
H 1.990 -0.874 0.250
H -0.010 0.910 -0.395
H -1.640 -1.068 -0.092
H -1.017 -0.849 1.488
H -1.682 1.450 1.492
H -2.419 1.269 -0.219
H -3.047 0.336 1.327
H 1.217 1.996 -0.177
H 2.436 1.181 -1.264
H 2.894 1.816 0.435
H 0.196 -2.112 -2.000
H -0.405 -3.471 -1.551
O -0.411 -2.843 -2.322
```

=====

--- Q ---
ORCA calculation (wB97M-V/def2-TZVPD) on a 2-piece molecular cluster, C4H13NO overall.

Its net charge is -1. The HOMO-LUMO gap (spin up / spin down) comes out at 2.8607 / 8.9369 eV. The lowest unoccupied orbital energy (spin up / spin down) comes out at 0.151 / 0.147 Ha. As for the multiplicity: 2.

```
19
C4H13NO, DFT wB97M-V/def2-TZVPD
C -0.073 -1.659 -0.899
N -0.410 -0.328 -0.466
C 1.221 1.372 -1.258
C 0.525 0.728 -0.062
C 1.523 0.245 1.017
H 0.315 -1.702 -1.919
H -0.943 -2.290 -0.757
H 0.699 -2.074 -0.256
H -1.176 0.084 -0.985
H 1.871 2.188 -0.936
H 0.473 1.791 -1.926
H 1.801 0.654 -1.840
H -0.090 1.469 0.449
H 2.475 0.763 0.988
H 1.797 -0.800 0.834
H 1.048 0.330 2.001
H -3.145 -0.001 1.008
H -1.692 -0.466 1.097
O -2.483 -0.291 1.655
```

=====

Of them, Q has the highest stability.

=====

--- P ---
ORCA calculation (wB97M-V/def2-TZVPD) on a 2-piece molecular cluster, C16H17N overall.

Its net charge is +1. The HOMO-LUMO gap (spin up / spin down) comes out at 8.8435 / 5.5367 eV. The lowest unoccupied orbital energy (spin up / spin down) comes out at -0.127 / -0.249 Ha. As for the multiplicity: 2.

```
34
C16H17N, DFT wB97M-V/def2-TZVPD
C -0.241 -2.396 -1.506
C -3.384 -0.571 -0.621
C -3.174 0.715 -1.100
C -2.440 -1.571 -0.805
C -1.247 -1.275 -1.458
C -1.967 1.016 -1.753
C -1.037 -0.002 -1.949
H -4.371 -0.773 -0.221
H -3.938 1.481 -1.083
H -2.554 -2.558 -0.382
H -1.776 2.018 -2.112
H -0.103 -2.872 -0.524
H 0.784 -2.168 -1.790
H -0.121 0.349 -2.415
H -0.613 -3.245 -2.081
C 1.099 -1.470 2.792
C -0.581 0.230 1.749
C 0.705 -0.261 2.001
C 0.772 1.562 0.628
C 1.598 0.637 1.277
C 1.359 2.406 -0.274
C 2.925 0.508 0.937
C 2.697 2.249 -0.699
C 3.446 1.202 -0.165
N -0.547 1.366 1.022
H -1.492 -0.014 2.273
H -1.358 1.602 0.456
H 2.188 -1.531 2.772
H 0.748 -2.428 2.425
H 0.802 3.251 -0.673
H 3.506 -0.186 1.535
H 3.073 2.903 -1.468
H 4.419 1.045 -0.608
H 0.825 -1.216 3.819
```

=====

--- Q ---
ORCA calculation (wB97M-V/def2-TZVPD) on a 2-piece molecular cluster, C16H17N overall.

Its net charge is +1. The HOMO-LUMO gap (spin up / spin down) comes out at 8.8257 / 5.7645 eV. The lowest unoccupied orbital energy (spin up / spin down) comes out at -0.120 / -0.233 Ha. As for the multiplicity: 2.

```
34
C16H17N, DFT wB97M-V/def2-TZVPD
C 0.826 0.810 2.312
C -0.222 -0.584 0.388
C 0.888 -0.139 1.179
C 1.608 -1.608 -0.366
C 2.032 -0.800 0.707
C 2.490 -2.268 -1.179
C 3.385 -0.790 1.077
C 3.839 -2.126 -0.861
C 4.300 -1.432 0.270
N 0.217 -1.467 -0.482
H -1.211 -0.259 0.654
H -0.392 -2.058 -1.027
H 0.131 0.353 3.036
H 0.397 1.796 2.165
H 2.230 -2.867 -2.041
H 3.787 -0.355 1.985
H 4.593 -2.600 -1.478
H 5.345 -1.500 0.530
H 1.794 0.768 2.805
C -3.767 1.387 1.059
C -1.260 0.974 -2.402
C -2.371 0.170 -2.144
C -0.891 1.856 -1.398
C -2.967 0.101 -0.890
C -1.648 2.043 -0.240
C -2.751 1.213 -0.046
H -0.623 0.816 -3.256
H -2.701 -0.519 -2.917
H -0.039 2.516 -1.448
H -3.660 -0.658 -0.553
H -1.310 2.705 0.546
H -4.613 0.716 0.988
H -4.150 2.408 0.985
H -3.288 1.401 2.045
```

=====

--- R ---
ORCA calculation (wB97M-V/def2-TZVPD) on a 2-piece molecular cluster, C16H17N overall.

Its net charge is +1. The HOMO-LUMO gap (spin up / spin down) comes out at 7.7327 / 4.3949 eV. The lowest unoccupied orbital energy (spin up / spin down) comes out at -0.133 / -0.255 Ha. As for the multiplicity: 2.

```
34
C16H17N, DFT wB97M-V/def2-TZVPD
C 4.083 -2.840 -1.237
C 0.733 -2.643 0.331
C 1.909 -2.047 -0.203
C 2.763 -3.091 -0.635
C 2.078 -4.301 -0.450
C -0.174 -0.540 0.865
C -0.340 -1.920 0.847
C 0.861 0.111 0.187
C 1.940 -0.650 -0.235
N 0.889 -4.029 0.168
H -0.763 0.121 1.495
H -1.185 -2.444 1.266
H 0.912 1.187 0.234
H 2.863 -0.111 -0.409
H 0.144 -4.709 0.216
H 2.322 -5.343 -0.570
H 4.905 -3.454 -0.919
H 4.462 -1.825 -1.014
H 4.024 -2.757 -2.332
C -0.847 4.516 -0.133
C -2.931 1.400 -0.812
C -2.079 2.494 -0.973
C -3.439 1.135 0.462
C -1.819 3.385 0.078
C -3.033 1.874 1.552
C -2.335 3.070 1.323
H -3.061 0.707 -1.619
H -1.629 2.655 -1.943
H -4.237 0.402 0.511
H -3.162 1.513 2.564
H -0.500 4.446 -1.165
H -0.025 4.503 0.575
H -2.071 3.654 2.196
H -1.260 5.531 -0.225
```

=====

Of them, P has the highest stability.